1.
C27H24ClF10N4S2V as an isolated structure. Source: the OMol25 dataset; level of theory: the ωB97M-V functional and the def2-TZVPD basis.

```
69
Properties=species:S:1:pos:R:3:lowdin_charge:R:1
V 1.010 -0.322 0.099 0.624
Cl 6.122 -0.348 -1.705 0.661
S 2.054 -1.808 1.424 0.675
S -0.509 -3.734 2.211 0.407
F 0.184 5.032 -5.153 0.066
F 3.417 3.658 -1.984 0.090
F 2.768 1.228 1.411 0.031
F 3.808 3.554 2.225 0.090
F 2.761 5.105 -4.265 0.046
F -1.580 2.810 2.755 0.051
F 1.583 2.115 -0.768 0.039
F -1.676 3.523 -4.021 0.025
F -0.480 5.035 3.572 0.076
F 2.213 5.526 3.336 0.059
N 0.100 0.672 1.550 -0.095
N -0.859 1.755 -1.700 0.040
N -2.381 -0.187 -0.226 -0.239
N 2.181 -0.428 -1.357 -0.113
C -1.225 0.227 1.902 -0.188
C 3.512 -0.464 -1.127 -0.158
C 1.681 4.355 2.891 -0.155
C 4.066 -0.001 -3.430 -0.084
C -3.074 -1.416 0.098 -0.111
C 4.443 -0.260 -2.112 -0.645
C -0.287 -2.704 4.720 -0.174
C -0.416 3.467 -3.479 -0.127
C 2.692 0.066 -3.656 -0.047
C 1.806 -0.152 -2.630 -0.111
C -0.230 2.906 2.587 -0.114
C 1.914 -0.911 4.006 -0.155
C -2.308 0.698 0.915 -0.185
C 1.920 2.171 1.913 -0.154
C 2.476 3.356 2.328 -0.151
C 0.526 4.271 -4.078 -0.170
C 1.272 -1.826 2.995 -0.761
C 0.526 1.842 1.984 -0.196
C 0.253 -2.662 3.311 -0.907
C 1.838 4.333 -3.624 -0.173
C -2.947 0.403 -1.419 -0.213
C 0.040 -1.898 -0.782 -0.249
C 2.167 3.588 -2.494 -0.168
C -2.270 1.674 -1.965 -0.246
C 0.322 4.094 3.014 -0.156
C -0.130 2.618 -2.344 -0.241
C 1.224 2.796 -1.901 -0.145
H -1.191 -0.866 1.911 0.079
H -0.455 -2.492 -0.015 -0.084
H -2.501 1.688 -3.042 0.100
H -4.099 -1.236 0.477 0.081
H 2.740 -0.381 3.534 0.039
H -0.557 -1.708 5.075 0.058
H 0.456 -3.114 5.411 0.063
H -2.523 -1.964 0.856 0.038
H 2.323 0.284 -4.647 0.109
H 1.202 -0.170 4.379 0.064
H -2.890 -0.372 -2.192 0.103
H -2.051 1.700 0.568 0.102
H 2.305 -1.474 4.859 0.062
H -1.172 -3.339 4.743 0.027
H 4.791 0.140 -4.213 0.098
H -2.759 2.562 -1.529 0.109
H -3.279 0.756 1.448 0.117
H 0.708 -2.574 -1.329 0.007
H 3.814 -0.659 -0.106 0.064
H -4.024 0.642 -1.277 0.112
H 0.741 -0.103 -2.805 0.111
H -1.485 0.545 2.922 0.121
H -0.705 -1.505 -1.471 -0.010
H -3.141 -2.046 -0.788 0.081
```

Output
- charge = -2
- LUMO energy (spin up / spin down) (hartree) = 0.150 / 0.150
- electronic energy (a.u.) = -4461.42056
- multiplicity = 3
- largest force on an atom (eV/Å) = 4.05
- energy above the lowest of the compared OMol25 structures with the same formula, charge and spin (eV) = 1.991



2.
C28H29ClN7O4W as an isolated structure. Source: the OMol25 dataset; level of theory: the ωB97M-V functional and the def2-TZVPD basis.

```
70
Properties=species:S:1:pos:R:3:lowdin_charge:R:1
W 0.129 0.272 0.050 1.828
Cl 3.084 -4.208 5.215 0.780
O 1.312 -0.056 1.516 -0.259
O 2.031 -0.564 -0.894 -0.264
O 0.298 0.620 -2.264 -0.307
O 1.723 1.937 0.053 -0.338
N -0.140 -1.842 0.269 -0.021
N -2.285 4.847 0.029 0.160
N -1.920 -0.295 -0.781 0.006
N -1.967 2.027 3.315 0.197
N -1.830 0.793 3.828 0.099
N -1.024 2.356 -0.142 0.003
N -1.098 0.615 1.814 -0.002
C -4.091 0.003 -1.783 0.010
C 1.713 -1.022 2.352 -0.301
C -0.979 -2.457 -0.717 -0.222
C -1.226 3.122 -1.221 -0.083
C 0.342 -2.658 1.165 -0.013
C -1.321 -0.055 2.941 -0.054
C 1.655 -3.326 3.120 -0.016
C 0.700 -0.638 -2.855 -0.120
C 0.876 1.722 -3.022 -0.030
C -1.520 2.837 1.016 -0.193
C 3.039 -1.699 4.224 -0.028
C -2.905 -3.450 -2.472 0.026
C -1.513 1.878 2.101 -0.297
C -1.839 4.365 -1.124 -0.038
C -0.887 -3.744 -1.176 0.023
C 2.065 -0.951 -2.293 -0.085
C -2.155 4.073 1.095 0.001
C 2.627 -0.707 3.355 0.030
C 3.232 0.125 -0.452 -0.092
C -2.993 0.446 -1.036 -0.071
C -4.080 -1.252 -2.325 0.064
C 2.552 -3.009 4.112 -0.645
C 3.005 1.616 -0.552 -0.108
C 1.229 -2.327 2.221 -0.145
C 1.709 3.196 0.770 0.000
C -3.001 -2.111 -2.023 -0.120
C -1.858 -4.233 -2.077 -0.009
C -1.986 -1.605 -1.193 -0.178
H 0.183 2.005 -3.814 0.123
H -4.919 0.680 -1.938 0.132
H 3.747 -1.470 5.011 0.131
H 0.719 -0.556 -3.942 0.158
H -0.087 -4.404 -0.865 0.131
H 1.343 3.991 0.121 0.108
H 1.283 -4.339 3.028 0.133
H 0.037 -3.699 1.109 0.147
H -3.016 1.452 -0.656 0.106
H -0.044 -1.376 -2.582 0.107
H -1.119 -1.095 3.137 0.153
H 3.797 2.138 -0.016 0.150
H 2.997 0.304 3.454 0.135
H -1.982 4.972 -2.010 0.139
H 4.076 -0.184 -1.067 0.157
H -2.564 4.422 2.036 0.147
H 1.068 3.075 1.640 0.094
H 1.065 2.554 -2.353 0.084
H 2.320 -2.008 -2.367 0.157
H -2.120 0.607 4.780 0.195
H 2.839 -0.369 -2.792 0.136
H -4.892 -1.601 -2.951 0.147
H -1.774 -5.250 -2.432 0.133
H 3.424 -0.191 0.567 0.128
H 2.713 3.434 1.111 0.112
H 1.816 1.415 -3.476 0.110
H -0.952 2.730 -2.181 0.093
H 3.010 1.966 -1.585 0.126
H -3.671 -3.844 -3.127 0.140
```

Output
- charge = +3
- LUMO energy (hartree) = -0.341
- electronic energy (a.u.) = -2295.02204
- multiplicity = 1
- largest force on an atom (eV/Å) = 0.66
- energy above the lowest of the compared OMol25 structures with the same formula, charge and spin (eV) = 0.000